(1)
ORCA calculation (ωB97M-V/def2-TZVPD) on a single C2H6ClOPS molecule at a distorted geometry.

```
12
Properties=species:S:1:pos:R:3:forces:R:3
C 1.72374 2.37235 0.57606 1.84 1.66 -0.69
O 1.98824 1.66401 -0.65298 -0.46 -0.06 -0.51
P 0.89399 1.37982 -1.82482 -1.70 -0.26 2.42
Cl 2.19111 0.71563 -3.08394 1.18 -0.91 -1.46
S 0.16662 -1.00191 -0.95632 0.75 0.07 0.03
C -1.33104 -2.12957 -0.70320 2.54 -1.21 -2.70
H 1.00789 1.80680 1.11809 -0.20 -0.55 1.05
H 1.28302 3.39599 0.38339 0.53 -1.03 0.02
H 2.79737 2.51979 1.02849 -2.44 -0.48 -0.44
H -1.32500 -2.46596 0.28326 -0.59 0.20 1.73
H -2.17455 -1.80313 -1.19343 -2.31 1.46 -0.01
H -1.23215 -3.09268 -1.30892 0.87 1.11 0.55
```
Forces are in eV/Å.

Summary:
calculated total energy: -1354.72134 Eh
LUMO level (alpha / beta): -0.65 / -0.65 eV
energy above the lowest of the compared OMol25 structures with the same formula, charge and spin: 64.2 kcal/mol
spin multiplicity: 1
SMILES: COP(Cl)SC

Results of the natural (NBO) charge analysis, in e, for atoms 1 through 5:
1. C -0.26
2. O -0.83
3. P 1.14
4. Cl -0.23
5. S -0.38


(2)
ORCA calculation (ωB97M-V/def2-TZVPD) on a molecular structure, H8O4 at a distorted geometry.

```
12
Properties=species:S:1:pos:R:3:forces:R:3
O -3.09683 20.96125 -22.35185 -7.83 2.97 2.65
H -3.93919 21.13048 -22.77379 -0.82 0.10 -0.37
H -3.04810 21.60604 -21.64609 -0.10 1.06 1.36
O -2.66846 22.01646 -20.41407 0.62 1.20 2.09
H -3.14350 22.34320 -19.64999 -0.24 0.30 0.15
H -2.15015 21.28457 -20.07950 0.32 -0.48 0.10
O -1.87554 21.60457 -23.81925 4.78 2.51 -5.49
H -1.07016 21.76833 -23.32857 0.38 0.16 -0.28
H -2.51296 21.34425 -23.15429 2.14 0.74 -2.31
O -2.91781 18.96944 -21.94136 0.76 -6.27 1.53
H -3.24153 19.86509 -22.03761 -0.06 -2.11 0.74
H -2.05591 18.97977 -22.35760 0.07 -0.18 -0.17
```
Forces are in eV/Å.

Summary:
calculated total energy: -305.56865 Eh
LUMO level: -0.07 eV
energy above the lowest of the compared OMol25 structures with the same formula, charge and spin: 132.1 kcal/mol
spin multiplicity: 1

Results of the natural (NBO) charge analysis, in e, for atoms 1 through 5:
1. O -0.79
2. H 0.50
3. H 0.50
4. O -0.91
5. H 0.50


(3)
ORCA calculation (ωB97M-V/def2-TZVPD) on 2 unconnected molecules or ions with the total composition C4H9NO2.

```
16
Properties=species:S:1:pos:R:3:forces:R:3
C -2.36937 -0.66347 -0.10199 -0.17 -0.05 0.01
C -0.83445 -0.54470 -0.11772 0.04 0.08 0.06
C -0.57528 0.84656 -0.62477 0.04 0.24 0.16
O -0.20202 1.79232 0.03209 -0.15 -0.35 -0.25
H -2.75754 -0.41276 0.88746 0.00 -0.05 -0.13
H -2.71244 -1.65933 -0.38545 0.05 0.07 0.13
H -2.81296 0.04789 -0.81115 -0.01 -0.19 0.07
H -0.39011 -0.68771 0.87197 -0.12 0.06 -0.16
H -0.38504 -1.27579 -0.80157 -0.11 0.19 0.04
H -0.84558 0.97738 -1.69607 0.07 0.11 0.09
N 2.39175 0.73665 0.96620 0.10 -0.09 0.02
C 2.29580 -0.16142 -0.04274 0.11 -0.03 -0.01
O 2.82357 -1.25390 -0.09086 -0.05 0.37 0.04
H 2.97479 0.52338 1.76019 -0.15 -0.05 -0.01
H 1.72597 1.49524 1.01690 0.16 -0.09 -0.05
H 1.67295 0.23966 -0.86250 0.18 -0.22 -0.01
```
Forces are in eV/Å.

Summary:
calculated total energy: -363.03952 Eh
LUMO level: 0.75 eV
energy above the lowest of the compared OMol25 structures with the same formula, charge and spin: 28.9 kcal/mol
spin multiplicity: 1
SMILES: CCC=O.NC=O

Results of the natural (NBO) charge analysis, in e, for atoms 1 through 5:
1. C -0.60
2. C -0.53
3. C 0.45
4. O -0.56
5. H 0.22


(4)
ORCA calculation (ωB97M-V/def2-TZVPD) on 2 unconnected molecules or ions with the total composition CH5FSi at a distorted geometry.

```
8
Properties=species:S:1:pos:R:3:forces:R:3
C -1.86048 0.57946 0.13753 1.83 -3.84 -0.94
F -1.41637 -0.77016 0.48225 -0.96 3.08 -0.53
Si 1.89396 -0.26942 -0.02045 0.28 -4.23 -1.24
H -1.91530 0.66100 -0.93596 0.78 0.19 -0.33
H -2.76754 0.80210 0.56625 -1.70 0.55 1.81
H 1.61146 -1.06221 -1.29913 0.13 0.89 0.76
H 2.81044 -0.96052 0.86685 0.27 -0.02 0.21
H 1.64383 1.01974 0.20268 -0.63 3.38 0.27
```
Forces are in eV/Å.

Summary:
calculated total energy: -430.24460 Eh
LUMO level (alpha / beta): -0.27 / -0.62 eV
energy above the lowest of the compared OMol25 structures with the same formula, charge and spin: 97.9 kcal/mol
spin multiplicity: 1

Results of the natural (NBO) charge analysis, in e, for atoms 1 through 5:
1. C 0.13
2. F -0.38
3. Si 0.48
4. H 0.13
5. H 0.12


(5)
ORCA calculation (ωB97M-V/def2-TZVPD) on a single C5H8N2 molecule at a distorted geometry.

```
15
Properties=species:S:1:pos:R:3:forces:R:3
C 0.08251 0.54753 -2.01737 0.05 -0.02 0.14
C -0.40179 1.01314 -0.70554 0.28 -0.17 -0.16
C -1.20496 -0.88761 1.20104 -0.15 -0.13 -0.03
N -0.37700 0.25056 1.58478 0.16 -0.04 0.11
C 0.46395 0.67183 0.47763 -0.06 0.06 -0.11
C 1.61898 -0.25212 0.24515 0.67 -0.62 -0.19
N 2.51033 -0.96478 0.05033 -0.84 0.64 0.18
H 0.94422 -0.13296 -2.06872 -0.09 0.13 0.05
H -0.78337 0.10789 -2.53293 0.08 0.11 0.03
H 0.28595 1.45232 -2.61021 -0.07 -0.02 0.05
H -1.87340 -0.55580 0.39755 0.05 -0.09 0.11
H -0.63245 -1.76220 0.84653 -0.06 0.14 0.09
H -1.82710 -1.19065 2.04609 0.10 0.02 -0.10
H 0.20169 0.01363 2.38452 -0.07 0.07 -0.08
H 0.89727 1.66246 0.71355 -0.04 -0.09 -0.09
```
Forces are in eV/Å.

Summary:
calculated total energy: -304.67047 Eh
LUMO level: -0.56 eV
energy above the lowest of the compared OMol25 structures with the same formula, charge and spin: 103.6 kcal/mol
spin multiplicity: 1

Results of the natural (NBO) charge analysis, in e, for atoms 1 through 5:
1. C -0.83
2. C 0.25
3. C -0.43
4. N -0.57
5. C -0.34


(6)
ORCA calculation (ωB97M-V/def2-TZVPD) on a single C6H11N molecule at a distorted geometry.

```
18
Properties=species:S:1:pos:R:3:forces:R:3
C -2.28496 0.90160 -1.72403 0.87 -0.21 -0.13
C -1.09198 0.35060 -1.54618 0.38 -0.75 -0.70
C -0.76218 -0.65859 -0.48788 0.30 0.27 0.81
C 0.42610 -0.32566 0.40246 -1.04 -0.56 -0.28
C 1.75692 -0.35844 -0.27734 0.12 0.79 -1.38
C 0.24337 -0.23355 1.71161 1.33 0.61 0.49
N 1.29698 0.20027 2.56446 -0.28 0.05 -0.09
H -2.49804 1.34578 -2.68604 -0.27 0.53 0.30
H -2.99589 0.84252 -0.92285 -0.64 -0.07 -0.06
H -0.33427 0.44783 -2.32316 -0.14 0.12 -0.06
H -1.66619 -0.76131 0.11222 0.06 -0.32 0.20
H -0.51438 -1.61993 -0.95334 -0.39 0.04 -0.27
H 2.32213 -1.25194 -0.08955 0.23 -0.54 0.58
H 1.58590 -0.39712 -1.35964 -0.07 0.01 0.04
H 2.45172 0.48111 -0.19680 -0.21 0.15 0.56
H -0.63104 -0.51459 2.27013 -0.62 0.11 -0.35
H 1.79731 0.95217 2.10661 0.28 -0.15 0.04
H 0.89851 0.59924 3.39931 0.09 -0.08 0.30
```
Forces are in eV/Å.

Summary:
calculated total energy: -289.91356 Eh
LUMO level: 1.01 eV
energy above the lowest of the compared OMol25 structures with the same formula, charge and spin: 36.5 kcal/mol
spin multiplicity: 1
SMILES: C=CC/C(C)=C/N

Results of the natural (NBO) charge analysis, in e, for atoms 1 through 5:
1. C -0.41
2. C -0.15
3. C -0.45
4. C -0.07
5. C -0.65


> What is the calculated total energy in the fifth record?

-304.67047 Eh


> Look up the spin multiplicity of the sixth one.

1